# 1
{
  "formula": "C20H45NO10Si2",
  "method": "ωB97M-V/def2-TZVPD",
  "symbols": ["C", "Si", "O", "Si", "C", "C", "C", "N", "O", "H", "H", "H", "H", "H", "H", "H", "H", "H", "H", "H", "H", "H", "O", "C", "O", "C", "C", "C", "H", "H", "H", "H", "H", "H", "H", "H", "O", "C", "O", "C", "C", "C", "H", "H", "H", "H", "H", "H", "H", "H", "O", "C", "O", "C", "C", "C", "H", "H", "H", "H", "H", "H", "H", "H", "O", "C", "O", "C", "C", "C", "H", "H", "H", "H", "H", "H", "H", "H"],
  "coordinates": [[-1.2700, -2.8351, 1.7601], [-2.4857, -2.1210, 0.5280], [-3.5996, -1.1729, 1.3313], [-3.8790, 0.3858, 0.7603], [-2.7447, 1.6198, 1.5928], [-1.2705, 1.2450, 1.6448], [-0.5976, 1.3021, 0.2907], [0.6577, 0.7098, 0.2247], [-1.0857, 1.8791, -0.6632], [-1.0041, -2.0659, 2.4817], [-0.3616, -3.1315, 1.2429], [-1.6794, -3.6804, 2.3019], [-3.1483, -3.2046, -0.2179], [-1.7369, -1.2753, -0.4289], [-3.8280, 0.4072, -0.7121], [-5.2648, 0.7165, 1.1584], [-3.1070, 1.7201, 2.6149], [-2.8877, 2.5783, 1.1024], [-1.1043, 0.2828, 2.1217], [-0.7411, 1.9692, 2.2684], [0.8803, 0.1150, 1.0072], [0.7969, 0.2352, -0.6541], [-4.9152, -2.1368, -1.9736], [-6.0875, -2.1770, -1.7329], [-6.9485, -2.3878, -2.7475], [-8.3502, -2.5728, -2.5477], [-9.0904, -1.2566, -2.4319], [-6.6150, -1.9317, -0.3361], [-8.5331, -3.2267, -1.6935], [-8.6855, -3.1102, -3.4328], [-8.7622, -0.6825, -1.5656], [-10.1626, -1.4311, -2.3402], [-8.9103, -0.6471, -3.3169], [-6.6465, -0.8564, -0.1608], [-5.9133, -2.3717, 0.3689], [-7.5995, -2.3516, -0.1432], [-6.3026, -0.0304, 3.6369], [-6.3591, -1.2216, 3.7272], [-7.4667, -1.8499, 3.2757], [-7.5730, -3.2713, 3.2015], [-7.9867, -3.8863, 4.5223], [-5.2494, -2.0254, 4.3642], [-6.6497, -3.7055, 2.8142], [-8.3437, -3.4512, 2.4536], [-7.2458, -3.7068, 5.3009], [-8.1164, -4.9636, 4.4157], [-8.9283, -3.4529, 4.8583], [-5.3661, -1.9769, 5.4463], [-4.3060, -1.5612, 4.0896], [-5.2107, -3.0671, 4.0561], [3.7817, 0.1046, 1.1116], [4.4102, 0.7517, 0.3177], [5.6870, 0.4091, 0.0827], [6.4853, 1.0285, -0.9341], [7.1128, 2.3210, -0.4659], [3.8142, 1.9561, -0.3737], [5.9050, 1.1576, -1.8485], [7.2651, 0.3039, -1.1566], [6.3605, 3.0692, -0.2091], [7.7536, 2.7234, -1.2423], [7.7145, 2.1427, 0.4255], [3.8667, 2.8076, 0.3030], [2.7712, 1.7351, -0.5763], [4.2926, 2.2167, -1.3144], [9.7052, 1.8792, -2.2970], [10.5149, 2.6614, -2.7103], [10.7963, 2.6593, -4.0243], [11.6463, 3.6291, -4.6422], [13.1114, 3.2671, -4.5181], [11.2569, 3.5969, -1.7839], [11.4315, 4.6271, -4.2580], [11.3509, 3.6246, -5.6893], [13.4358, 3.2411, -3.4780], [13.7268, 3.9928, -5.0498], [13.2905, 2.2799, -4.9429], [12.0738, 3.0448, -1.3215], [10.5688, 3.9144, -1.0047], [11.6555, 4.4865, -2.2644]],
  "mulliken_charge": [-1.10, 0.66, -0.32, 0.52, -0.89, -0.42, 0.42, -0.31, -0.63, 0.30, 0.35, 0.32, -0.19, -0.16, -0.10, -0.26, 0.45, 0.39, -0.02, 0.49, 0.19, 0.30, -0.52, 0.47, -0.41, -0.37, -0.93, -0.27, 0.35, 0.31, 0.26, 0.34, 0.31, 0.10, -0.01, 0.32, -0.57, 0.89, -0.37, -0.25, -1.22, -0.82, 0.28, 0.37, 0.29, 0.39, 0.32, 0.34, 0.04, 0.34, -0.58, 0.64, -0.36, -0.45, -0.67, -0.49, 0.36, 0.29, 0.31, 0.12, 0.29, 0.22, 0.03, 0.28, -0.56, 0.75, -0.36, -0.44, -0.93, -0.91, 0.37, 0.30, 0.27, 0.35, 0.30, 0.26, 0.28, 0.32],
  "e_homo_ha": -0.3504,
  "total_charge": 0,
  "e_tot_ev": -59193.2457
}

# 2
{
  "formula": "C2HClN2S",
  "method": "ωB97M-V/def2-TZVPD",
  "symbols": ["C", "C", "N", "N", "S", "Cl", "H"],
  "coordinates": [[0.1276, -0.6210, -0.7561], [1.2188, -0.6998, -0.1441], [-0.3328, 1.3007, -0.3596], [-1.0842, 1.3944, 0.4988], [2.2089, -1.0459, 0.9659], [-1.7016, 0.2393, 1.5066], [-0.4367, -0.5680, -1.7115]],
  "mulliken_charge": [-0.53, 0.52, -0.09, 0.07, -0.30, -0.02, 0.36],
  "e_homo_ha": [-0.2748, -0.3222],
  "total_charge": 0,
  "e_tot_ev": -28421.2207,
  "s_squared": 2.0251,
  "relative_energy_kj_mol": 227.7,
  "spin_multiplicity": 3
}

# 3
{
  "formula": "C19H28F9N2O4P3Ti",
  "method": "ωB97M-V/def2-TZVPD",
  "symbols": ["Ti", "C", "C", "O", "C", "C", "C", "N", "N", "C", "O", "C", "C", "C", "C", "C", "C", "H", "H", "H", "H", "H", "H", "H", "H", "H", "H", "H", "H", "C", "P", "C", "C", "C", "P", "C", "C", "H", "H", "H", "H", "H", "H", "H", "H", "H", "H", "H", "H", "H", "H", "H", "H", "F", "C", "F", "F", "O", "O", "F", "P", "F", "F", "F", "F", "F"],
  "coordinates": [[-0.3845, 0.0684, -0.3465], [0.1854, -3.9275, 1.2800], [-0.2508, -2.8830, 0.2823], [0.1632, -1.7204, 0.4347], [-1.1181, -3.3200, -0.7669], [-1.7079, -2.5220, -1.7258], [-2.5508, -3.1670, -2.7900], [-1.5564, -1.1787, -1.7286], [-2.2069, -0.5467, -2.6881], [-2.0087, 0.7955, -2.5733], [-1.3193, 1.2987, -1.6604], [-2.6570, 1.6635, -3.5793], [-2.3891, 3.0292, -3.5352], [-2.9772, 3.8761, -4.4608], [-3.8307, 3.3629, -5.4286], [-4.0940, 1.9992, -5.4753], [-3.5065, 1.1473, -4.5536], [-0.6870, -4.2673, 1.8426], [0.6112, -4.7883, 0.7629], [0.9174, -3.5008, 1.9627], [-1.3222, -4.3799, -0.8120], [-2.5710, -4.2457, -2.6606], [-3.5653, -2.7672, -2.7595], [-2.1417, -2.9178, -3.7704], [-1.7119, 3.3995, -2.7759], [-2.7674, 4.9376, -4.4313], [-4.2886, 4.0267, -6.1516], [-4.7562, 1.6020, -6.2341], [-3.6922, 0.0826, -4.5750], [4.2795, -2.0389, 1.5686], [3.0568, -0.6746, 1.7954], [4.2232, 0.7112, 2.1130], [2.5831, -1.0699, 3.5472], [1.6399, -0.0371, 4.1706], [0.1324, 0.2992, 3.1213], [-1.0516, -0.9498, 3.7546], [-0.4066, 1.8700, 3.8819], [4.9880, -2.1119, 2.3988], [4.8260, -1.8633, 0.6411], [3.7510, -2.9888, 1.4616], [4.9801, 0.4490, 2.8588], [3.6625, 1.5879, 2.4390], [4.7032, 0.9862, 1.1736], [3.4888, -1.1759, 4.1552], [2.0926, -2.0513, 3.5293], [2.1527, 0.9234, 4.2667], [1.3359, -0.3470, 5.1761], [-1.6962, -0.5361, 4.5325], [-0.5101, -1.8041, 4.1622], [-1.6785, -1.2736, 2.9207], [-0.3202, 1.8521, 4.9707], [-1.4387, 2.0645, 3.5955], [0.2138, 2.6690, 3.4736], [1.3431, -1.8642, -2.1725], [1.1600, -0.4854, -2.0168], [2.4334, -0.0210, -1.8446], [0.8297, -0.0829, -3.2994], [-1.2309, 0.8141, 1.3551], [-2.0132, -0.1621, 0.8430], [1.0871, 1.5761, 0.1644], [1.5307, 3.1994, 0.0333], [1.2782, 3.1141, -1.5432], [1.7609, 3.1978, 1.6435], [-0.0087, 3.5980, 0.2740], [3.0487, 2.7212, -0.1611], [1.9577, 4.7483, -0.0662]],
  "mulliken_charge": [0.19, -1.63, 1.12, 0.12, -1.29, 0.88, -1.53, 0.92, -0.95, 0.74, -0.61, 0.23, -0.49, -0.70, -0.34, -0.70, -0.24, 0.36, 0.47, -0.04, 0.32, 0.44, 0.29, 0.32, 0.52, 0.40, 0.36, 0.38, 0.47, -1.47, 1.09, -1.54, -1.10, -1.48, 1.85, -1.54, -1.62, 0.43, 0.39, 0.35, 0.44, 0.31, 0.40, 0.60, 0.30, 0.45, 0.55, 0.38, 0.38, 0.30, 0.45, 0.39, 0.29, -0.29, 0.57, -0.27, -0.30, -0.21, -0.40, -0.30, 1.49, -0.38, -0.39, -0.38, -0.36, -0.37],
  "e_homo_ha": [-0.1633, -0.1878],
  "total_charge": -1,
  "e_tot_ev": -106774.3461,
  "s_squared": 3.7756,
  "relative_energy_kj_mol": 89.7,
  "spin_multiplicity": 4
}

# 4
{
  "formula": "C30H35N4O4S2ScSe",
  "method": "ωB97M-V/def2-TZVPD",
  "symbols": ["Sc", "O", "C", "O", "C", "C", "C", "C", "C", "C", "S", "H", "H", "H", "H", "C", "C", "C", "C", "N", "C", "Se", "N", "C", "C", "C", "C", "C", "C", "C", "C", "C", "C", "H", "H", "H", "H", "H", "H", "H", "H", "H", "H", "H", "H", "H", "H", "H", "H", "H", "H", "H", "H", "H", "H", "O", "C", "O", "H", "N", "C", "S", "N", "C", "C", "C", "C", "C", "C", "H", "H", "H", "H", "H", "H", "H", "H"],
  "coordinates": [[-0.9702, -1.0277, 0.9160], [-2.1757, -0.7279, 4.7528], [-1.8651, -1.4706, 3.8247], [-1.1534, -1.0590, 2.8168], [-2.2972, -2.8973, 3.7921], [-2.4122, -3.5322, 5.0295], [-2.7940, -4.8553, 5.1216], [-3.0946, -5.5471, 3.9527], [-3.0122, -4.9183, 2.7244], [-2.6083, -3.5812, 2.6047], [-2.6433, -2.8928, 0.9670], [-2.1854, -2.9573, 5.9180], [-2.8601, -5.3419, 6.0859], [-3.4035, -6.5847, 4.0002], [-3.2627, -5.4567, 1.8191], [0.8166, -3.9256, -4.2016], [1.8464, -2.8223, -4.4274], [2.9411, -2.7950, -3.3624], [2.4636, -2.3304, -1.9911], [2.1524, -0.8987, -1.9793], [0.9245, -0.3396, -1.9229], [-0.6886, -1.2642, -1.8168], [1.0767, 0.9969, -1.9204], [-0.0031, 1.9737, -1.7981], [-0.5639, 2.3776, -3.1524], [-1.7955, 3.2669, -3.0121], [-1.5241, 4.5711, -2.2671], [2.4266, 1.3127, -1.9880], [3.0893, 2.5323, -1.9875], [4.4722, 2.4909, -2.0232], [5.1673, 1.2744, -2.0518], [4.5015, 0.0607, -2.0512], [3.1137, 0.1078, -2.0235], [0.1375, -4.0047, -5.0517], [0.2068, -3.7400, -3.3170], [1.3097, -4.8939, -4.0787], [1.3479, -1.8476, -4.4666], [2.3181, -2.9593, -5.4033], [3.7618, -2.1507, -3.6886], [3.3592, -3.7992, -3.2456], [3.2232, -2.4957, -1.2266], [1.5628, -2.8488, -1.6719], [0.4019, 2.8194, -1.2428], [-0.7743, 1.5274, -1.1765], [-0.8276, 1.4658, -3.6938], [0.2088, 2.8912, -3.7350], [-2.5782, 2.7042, -2.4941], [-2.1812, 3.4890, -4.0089], [-1.3254, 4.3949, -1.2076], [-2.3783, 5.2464, -2.3261], [-0.6596, 5.0934, -2.6885], [2.5522, 3.4713, -1.9532], [5.0294, 3.4183, -2.0230], [6.2490, 1.2836, -2.0727], [5.0398, -0.8774, -2.0648], [0.6046, 0.4416, 0.9843], [1.4246, -0.5057, 1.1541], [1.0616, -1.7107, 1.0429], [2.4668, -0.2757, 1.4080], [-4.2408, 0.1314, 2.5570], [-3.2361, 0.8848, 2.0986], [-2.9143, 0.8535, 0.4142], [-2.5060, 1.5113, 3.0311], [-1.3918, 2.3683, 2.8558], [-1.2496, 3.2514, 1.7944], [-0.1156, 4.0491, 1.7240], [0.8739, 3.9782, 2.6935], [0.7146, 3.1030, 3.7596], [-0.4123, 2.3043, 3.8429], [-4.5936, -0.5668, 1.9173], [-4.3204, -0.0556, 3.5469], [-2.5068, 1.0193, 3.9240], [-2.0108, 3.3133, 1.0309], [-0.0102, 4.7407, 0.8963], [1.7531, 4.6058, 2.6260], [1.4742, 3.0330, 4.5274], [-0.5273, 1.5991, 4.6591]],
  "mulliken_charge": [-0.01, -0.75, 0.48, 0.08, 0.51, -0.69, -0.58, -0.53, -0.77, 0.43, -0.39, 0.43, 0.39, 0.37, 0.43, -1.21, -0.10, -0.71, -1.31, 1.13, -0.34, -0.40, 0.94, 0.06, -0.34, -0.49, -0.89, 0.77, -0.83, -0.74, -0.79, -1.06, 0.41, 0.35, 0.25, 0.33, 0.05, 0.39, 0.35, 0.46, 0.48, 0.42, 0.35, -1.01, 0.30, 0.29, 0.27, 0.39, -0.04, 0.41, 0.30, 0.48, 0.41, 0.41, 0.47, -0.03, 0.37, -0.49, 0.42, -0.27, 0.10, -0.54, -0.19, 0.32, 0.16, -0.71, -0.58, -0.76, -0.41, 0.26, 0.30, 0.33, 0.51, 0.41, 0.43, 0.38, 0.36],
  "e_homo_ha": -0.2727,
  "total_charge": 0,
  "e_tot_ev": -153554.3143,
  "relative_energy_kj_mol": 0.0
}